Density functional theory data (ωB97M-V/def2-TZVPD) for a single C6H12N6O3 molecule at a distorted geometry.

Calculated values
SMILES	OCNc1nc(NCO)nc(NCO)n1
largest force on an atom	2.80	eV/A
spin multiplicity	1
highest occupied orbital energy	-9.3	eV
total charge	0

Atoms and positions in Å:
C -3.85849 -0.31850 0.47909
C -1.45842 -0.80194 0.17113
C 0.00358 0.87657 -0.27782
C 1.45714 2.85154 -0.36071
C 0.77238 -1.28708 -0.04092
C 3.12903 -2.02346 -0.33229
H -3.38963 0.77051 -0.98039
H -3.64047 0.51555 1.17563
H -4.75483 -0.78718 0.82741
H -2.89027 -2.18365 0.64303
H -0.57188 2.73842 -0.42418
H 2.29779 2.25059 -0.66986
H 1.55195 3.78777 -0.91608
H 1.71917 2.42439 1.54052
H 1.41964 -3.18050 -0.14103
H 3.63388 -2.93746 0.02649
H 3.23730 -1.96172 -1.39324
H 3.20555 -0.15482 -0.05444
N -2.72310 -1.19034 0.47665
N -1.27654 0.53914 -0.04612
N 0.19871 2.17998 -0.65350
N 1.05173 0.02855 -0.21995
N 1.74318 -2.22447 0.02936
N -0.50062 -1.76320 0.18535
O -4.12662 0.18007 -0.76085
O 1.55173 3.24422 1.01896
O 3.63202 -0.93084 0.25849

Just the Mulliken charges please, in e? Sure, here they are:
1. C -0.420
2. C 0.482
3. C 0.137
4. C -0.426
5. C 0.308
6. C -0.342
7. H 0.339
8. H 0.305
9. H 0.354
10. H 0.309
11. H 0.276
12. H 0.282
13. H 0.339
14. H 0.336
15. H 0.282
16. H 0.280
17. H 0.324
18. H 0.371
19. N -0.119
20. N -0.475
21. N -0.183
22. N -0.268
23. N -0.170
24. N -0.688
25. O -0.558
26. O -0.535
27. O -0.538